DFT (ωB97M-V with the def2-TZVPD basis set) results for an isolated ion of composition C16H22NO9S2 and charge -1 in a non-equilibrium geometry.

Geometry as XYZ:
```
50
Properties=species:S:1:pos:R:3:forces:R:3:nbo_charge:R:1
S 3.852 2.952 1.686 -0.1241 2.5910 -0.8438 2.481
S -2.153 2.771 1.327 -2.3545 0.2821 2.3344 2.115
O -2.965 3.974 1.597 1.2007 -0.8252 -1.6041 -0.953
O -2.278 1.854 2.469 0.9482 -0.0635 -1.4359 -0.965
O 0.750 -2.877 -2.090 -0.4765 2.6528 -0.2430 -0.616
O -2.655 -3.106 -0.702 0.0307 -0.5303 0.3453 -0.509
O 2.801 3.155 0.657 0.4049 -1.0046 1.5674 -1.022
O 0.663 -0.685 -2.808 -0.7543 -0.8871 1.6477 -0.507
O 5.159 2.777 1.100 1.2600 0.6393 -0.6506 -1.054
O 3.798 3.945 2.765 -0.3253 -1.1270 -0.6427 -0.999
O -2.357 -2.111 -2.709 -0.1800 -0.5351 0.7260 -0.607
N 3.806 1.409 2.375 -0.8479 -0.0843 1.0294 -0.869
C 3.090 -0.502 1.046 -0.0568 -0.3189 0.6081 -0.231
C -2.042 -2.275 -1.548 0.0529 0.5451 -1.0609 0.830
C -0.860 -1.461 -0.979 0.4195 0.1910 -0.2382 -0.225
C -0.331 -1.999 0.396 -0.8086 0.5029 0.8510 -0.408
C -0.484 3.210 0.995 0.3045 0.5226 0.2246 -0.892
C -1.245 0.042 -0.958 -1.6357 -0.7026 0.1830 -0.390
C 1.964 -0.789 -3.344 0.4909 -0.2886 -1.6369 -0.257
C -2.753 1.910 -0.184 -0.4495 -0.0158 0.6356 -0.640
C 2.829 0.532 1.966 -0.2689 -1.0256 -1.3461 0.168
C 0.745 -1.132 1.011 0.3884 -0.5008 -0.4620 -0.091
C 1.539 0.704 2.388 -1.3198 -0.9024 -0.1331 -0.236
C 0.281 -1.734 -2.028 0.2432 -1.8501 0.0316 0.848
C 0.483 -0.121 1.928 0.9067 0.8110 0.2588 -0.181
C -2.566 0.384 -0.197 0.8904 -0.2685 0.1492 -0.423
C 2.067 -1.368 0.626 1.1176 1.1094 0.5784 -0.223
C -3.520 -4.138 -1.232 0.3688 -0.5001 -0.4259 -0.261
H -1.367 0.435 -1.963 0.1141 -0.2664 -0.2305 0.226
H -0.462 0.595 -0.508 1.0261 0.4622 0.4650 0.231
H -0.512 0.083 2.317 -0.0076 -0.1403 -0.1952 0.225
H 0.016 -3.039 0.277 -0.2775 0.4709 0.0041 0.239
H -2.291 2.390 -1.035 0.3351 0.1296 -0.2343 0.230
H -3.424 -0.060 -0.713 0.1007 0.0198 0.0011 0.210
H -0.433 3.804 0.091 -0.1494 0.0671 -0.2196 0.251
H -3.802 -4.840 -0.415 0.3206 0.8946 -0.3967 0.200
H 2.194 0.175 -3.806 -0.2289 -0.1312 0.0433 0.199
H -2.559 -0.031 0.834 -0.0290 0.4214 -0.5585 0.240
H -2.986 -4.716 -2.008 -0.0285 0.3094 0.3876 0.196
H 2.340 -2.228 0.038 -0.1730 -0.0938 -0.3530 0.214
H 4.746 1.095 2.260 0.3534 -0.3595 -0.1933 0.406
H 2.004 -1.583 -4.133 0.0677 0.5444 0.7691 0.186
H -3.814 2.164 -0.253 0.1141 0.1118 0.3826 0.250
H 0.177 2.356 0.904 -0.0209 -0.2052 0.0683 0.283
H 4.146 -0.610 0.780 -0.3994 -0.3040 -0.2801 0.208
H 2.703 -0.951 -2.576 0.1144 -0.3215 0.3184 0.199
H -4.398 -3.732 -1.724 -0.1169 0.2617 0.2097 0.194
H -0.146 3.853 1.819 -0.1378 -0.3180 -0.0786 0.283
H 1.398 1.476 3.109 -0.4850 0.4355 0.4202 0.225
H -1.145 -1.957 1.153 0.0824 -0.4050 -0.7772 0.223
```
Positions in Å, forces in eV/Å.

Computed properties:
- structure (SMILES) = COC(=O)C(CCCS(C)(=O)=O)(Cc1ccc(NS(=O)(=O)[O-])cc1)C(=O)OC
- charge = -1
- energy relative to the best compared isomer or geometry (same formula, charge and spin) (kJ/mol) = 0.0
- E (a.u.) = -2151.26186
- E_LUMO (eV) = 2.27
- E_HOMO (Ha) = -0.1975

=====

DFT (ωB97M-V with the def2-TZVPD basis set) results for a 2-piece molecular cluster, C17H31FN3 overall in a non-equilibrium geometry.

Geometry as XYZ:
```
52
Properties=species:S:1:pos:R:3:forces:R:3:nbo_charge:R:1
F 0.087 1.823 -2.961 -0.0704 -0.0820 -0.1487 -0.929
N -4.962 0.124 -0.740 -0.0437 -0.0362 0.0739 -0.358
N -1.633 0.121 -0.956 -0.0664 -0.3398 0.2726 -0.642
N -2.262 1.821 3.337 0.0315 0.1435 0.0076 -0.375
C -0.114 -1.892 0.985 0.3599 0.6749 0.1178 -0.618
C -3.887 0.177 -0.339 -0.1283 0.0848 -0.0982 0.328
C 4.130 -1.356 -0.194 0.0289 -0.2570 -0.3579 -0.622
C 3.517 -0.675 -1.436 0.4127 0.1314 -0.0310 -0.395
C -2.280 1.818 2.187 -0.1215 -0.3136 0.1682 0.325
C 2.539 1.245 -0.042 0.3225 0.3518 -0.4171 -0.399
C -1.354 -2.049 3.145 0.0865 -0.1118 -0.3995 -0.594
C 3.355 0.839 -1.297 -0.3178 -0.2095 0.4935 -0.403
C 0.234 2.034 0.666 -0.0171 0.3599 -0.5910 -0.404
C -2.440 -0.849 1.270 0.2888 -0.1215 -0.1993 -0.405
C -1.846 -0.914 -1.945 0.1096 -0.1841 -0.4187 -0.204
C 1.312 2.074 -0.426 -0.2536 -0.9529 0.8340 -0.437
C -1.129 2.469 0.097 0.0754 0.5973 0.4423 -0.416
C -1.084 -1.151 1.915 -0.3432 -0.5256 0.5891 -0.229
C -2.502 0.254 0.185 -0.2215 0.0904 -0.1741 0.046
C -2.334 1.744 0.729 0.2461 0.0945 -0.3615 -0.324
C -0.553 -1.060 -2.736 -0.0176 0.1339 0.1779 -0.655
H 5.053 -1.873 -0.462 0.0722 0.0390 0.0465 0.196
H -2.299 -1.812 3.630 0.0730 0.1307 0.1718 0.206
H -2.162 -1.882 -1.524 -0.0053 0.0018 0.1338 0.142
H 2.561 -1.131 -1.699 -0.0625 0.0301 0.0611 0.203
H 2.813 1.213 -2.167 0.2251 0.1094 -0.1353 0.246
H -1.164 2.382 -0.991 0.0728 -0.2267 0.0275 0.307
H -0.670 -1.753 -3.566 0.0109 -0.1139 -0.0110 0.191
H 0.249 -1.405 -2.075 0.0244 -0.2034 -0.0460 0.173
H 0.467 2.691 1.508 0.1394 -0.2769 0.2266 0.196
H 4.352 1.282 -1.244 -0.0002 0.1187 -0.1876 0.177
H 0.198 1.000 1.021 -0.0946 0.1131 0.2024 0.177
H -0.659 0.181 -0.703 -0.0164 0.1356 -0.0687 0.394
H -2.781 -1.776 0.798 -0.0426 -0.0029 -0.0361 0.212
H -3.227 2.299 0.440 -0.0496 -0.0339 -0.0331 0.260
H -3.176 -0.626 2.044 -0.0019 0.1592 0.0208 0.220
H 3.469 -2.127 0.203 -0.0604 0.1083 0.2143 0.203
H 0.842 1.610 -1.312 0.3047 0.7146 -0.2514 0.299
H -0.624 -0.247 2.311 -0.0385 0.1158 -0.1882 0.214
H 1.605 3.104 -0.627 -0.1066 0.0077 -0.3931 0.194
H -2.623 -0.600 -2.645 -0.1681 0.0371 0.1333 0.193
H -0.640 -2.472 0.228 0.0180 -0.1436 0.0403 0.211
H 0.543 -2.534 1.574 -0.0604 -0.1787 -0.0431 0.203
H -0.263 -0.062 -3.091 0.0280 0.1313 -0.0860 0.321
H -1.400 -3.092 2.821 -0.0965 -0.0537 0.0607 0.193
H 0.556 -1.195 0.477 -0.0843 -0.0541 -0.1935 0.216
H 4.372 -0.643 0.592 -0.0885 0.0067 0.0834 0.204
H 3.186 1.814 0.633 -0.0549 -0.1386 0.2194 0.182
H -1.254 3.534 0.318 -0.0756 0.0198 0.0154 0.200
H 2.228 0.340 0.488 -0.0437 0.0356 0.0772 0.177
H 4.190 -0.851 -2.279 -0.1510 -0.0914 -0.1381 0.191
H -0.535 -1.965 3.858 -0.0276 -0.0252 0.0970 0.207
```
Positions in Å, forces in eV/Å.

Computed properties:
- charge = -1
- E (a.u.) = -930.49954
- E_LUMO (eV) = 3.01
- E_HOMO (Ha) = -0.1749

=====

Question: Which formula does entry 2 have?
Answer: C17H31FN3